1.
{
  "formula": "C24H24N9PbS",
  "method": "ωB97M-V/def2-TZVPD",
  "homo_ev": -14.44,
  "charge": 3,
  "max_force_ev_per_a": 2.82,
  "relative_energy_kj_mol": 23.7,
  "homo_lumo_gap_ev": 6.725,
  "multiplicity": 1,
  "species": ["H", "H", "C", "C", "H", "C", "C", "N", "H", "C", "C", "H", "C", "H", "H", "N", "H", "S", "H", "H", "C", "N", "C", "C", "C", "C", "C", "H", "H", "H", "H", "C", "C", "N", "H", "C", "N", "H", "H", "C", "C", "C", "N", "H", "H", "N", "C", "H", "H", "Pb", "C", "H", "N", "H", "H", "N", "C", "C", "C"],
  "positions_angstrom": [[-0.327, 7.212, 9.030], [7.119, 7.556, 4.003], [-5.170, -11.766, -11.380], [-8.959, -12.379, -8.868], [0.856, 7.535, 11.153], [1.424, 6.837, 7.879], [6.226, 6.130, 6.889], [-8.198, -12.068, -11.123], [-4.644, -11.804, -13.305], [2.770, 12.194, 4.327], [1.853, 11.141, 4.167], [6.431, 5.068, 7.044], [-7.989, -12.423, -9.856], [3.319, 7.350, 11.292], [2.416, 13.213, 4.253], [4.827, 6.746, 8.888], [-5.328, -13.945, -8.174], [-5.374, -11.218, -9.860], [4.812, 12.773, 4.692], [0.888, 6.690, 6.949], [-9.412, -11.662, -11.455], [4.299, 8.377, 4.631], [2.801, 7.210, 10.354], [6.653, 7.689, 4.982], [3.471, 6.914, 9.173], [1.428, 7.311, 10.263], [4.107, 11.962, 4.571], [1.529, 9.020, 4.112], [-4.347, -10.289, -12.495], [7.433, 8.046, 5.659], [-11.436, -11.248, -10.866], [-10.462, -11.584, -10.541], [4.493, 10.629, 4.650], [3.773, 6.448, 6.982], [5.581, 6.791, 9.556], [5.557, 8.700, 4.861], [5.728, 10.027, 4.889], [-11.020, -11.898, -8.492], [-8.748, -12.677, -7.852], [3.593, 9.579, 4.493], [0.750, 7.127, 9.046], [-10.230, -11.944, -9.229], [-6.071, -13.612, -10.582], [6.605, 10.508, 5.025], [-9.561, -11.387, -12.492], [-5.564, -13.179, -11.586], [2.810, 6.730, 7.962], [0.816, 11.375, 3.971], [6.682, 5.658, 4.966], [3.699, 6.147, 4.701], [4.947, 6.470, 7.585], [-7.050, -14.332, -8.065], [-4.676, -11.241, -12.464], [7.064, 6.681, 7.321], [-6.450, -12.818, -7.386], [6.127, 6.373, 5.427], [2.244, 9.822, 4.247], [-6.330, -13.523, -8.204], [-6.592, -12.868, -9.539]]
}

2.
{
  "formula": "C24H24NO15",
  "method": "ωB97M-V/def2-TZVPD",
  "homo_ev": -3.96,
  "charge": -1,
  "max_force_ev_per_a": 1.08,
  "homo_lumo_gap_ev": 3.508,
  "multiplicity": 1,
  "species": ["H", "H", "C", "H", "H", "H", "H", "H", "O", "O", "C", "H", "O", "H", "C", "H", "O", "H", "H", "H", "H", "C", "O", "C", "C", "H", "H", "C", "C", "O", "C", "O", "C", "C", "C", "H", "O", "H", "O", "H", "C", "H", "O", "C", "H", "H", "C", "C", "O", "C", "N", "C", "C", "O", "O", "H", "C", "C", "O", "C", "O", "C", "H", "C"],
  "positions_angstrom": [[4.529, 7.638, 5.957], [7.392, 5.731, 3.230], [6.164, 0.540, -0.897], [4.508, 3.659, 2.828], [-5.467, -4.359, -4.070], [-0.743, -4.152, -4.348], [-3.576, -5.144, -2.360], [1.641, 5.564, 5.554], [6.727, 7.077, 4.618], [6.765, 5.041, 2.946], [3.696, 0.632, 0.628], [-1.132, -4.841, -2.780], [4.811, -0.403, -2.583], [-8.297, -5.277, -3.270], [6.187, 1.025, 0.351], [2.802, -0.577, -2.092], [2.267, 6.260, 5.829], [-2.220, -2.654, -3.274], [7.023, 1.776, 1.823], [-7.579, -3.583, -2.074], [-5.869, -5.222, -2.569], [3.356, 4.826, 4.261], [2.557, -0.277, -1.197], [4.947, 1.085, 1.199], [5.641, 5.270, 3.619], [-3.024, -3.763, -1.469], [-3.239, -3.462, -4.451], [4.547, 4.512, 3.489], [-3.185, -0.501, 0.464], [2.326, 4.183, 4.214], [5.687, 6.450, 4.546], [7.288, 1.483, 0.931], [-0.655, 0.373, 1.414], [-5.768, -4.238, -3.030], [-7.137, -2.147, -3.669], [7.049, 0.489, -1.516], [-2.051, -1.059, -1.499], [0.215, 1.122, 2.876], [-4.795, -3.468, -2.364], [-4.016, 0.058, 2.341], [4.912, 0.061, -1.465], [-4.123, -1.242, -0.994], [-4.304, -0.927, -0.083], [-1.882, 0.445, 2.274], [-1.877, -5.469, -4.248], [2.806, 0.698, 1.240], [-3.527, -4.060, -2.384], [-7.153, -3.602, -3.064], [5.055, 1.519, 2.333], [-2.676, -3.586, -3.539], [-8.016, -4.500, -3.857], [-0.684, -0.113, 0.171], [-1.533, -4.575, -3.749], [-8.079, -1.890, -4.456], [0.464, 0.827, 1.979], [-7.482, -4.917, -4.609], [4.491, 6.779, 5.303], [3.393, 6.022, 5.173], [-1.752, 0.889, 3.404], [-1.941, -0.592, -0.388], [-6.201, -1.406, -3.296], [3.671, 0.151, -0.622], [0.200, -0.164, -0.449], [-3.137, -0.011, 1.717]]
}

3.
{
  "formula": "C24H24NO2",
  "method": "ωB97M-V/def2-TZVPD",
  "homo_ev": -11.53,
  "charge": 1,
  "max_force_ev_per_a": 2.30,
  "relative_energy_kj_mol": 94.2,
  "homo_lumo_gap_ev": 6.022,
  "multiplicity": 1,
  "species": ["C", "C", "H", "H", "H", "C", "C", "H", "C", "H", "C", "C", "C", "C", "C", "H", "H", "H", "H", "C", "H", "C", "H", "H", "C", "O", "C", "C", "C", "C", "C", "H", "H", "H", "O", "H", "C", "H", "H", "C", "H", "H", "H", "C", "C", "H", "H", "C", "C", "N", "H"],
  "positions_angstrom": [[1.033, 4.933, 7.925], [7.434, -0.005, 4.684], [6.636, -2.508, 2.522], [6.080, 1.227, 5.759], [9.174, -2.518, 3.575], [3.654, -0.041, 4.971], [1.004, 1.711, 6.904], [0.068, -0.511, 3.312], [0.951, 7.442, 6.770], [3.256, -0.669, 0.018], [-0.189, 5.427, 7.461], [1.669, 0.865, 6.045], [-0.218, 6.680, 6.857], [6.164, 0.388, 5.081], [3.802, 1.787, 6.740], [-1.071, 4.795, 7.542], [3.117, 5.302, 8.333], [4.883, 1.825, 6.737], [-0.690, -2.515, 2.444], [1.425, -1.328, 0.753], [3.698, 3.372, 8.208], [7.616, -1.048, 3.768], [-0.702, 0.371, 1.961], [2.922, -0.676, 4.467], [-0.050, -0.468, 2.227], [1.043, 3.603, 8.364], [3.143, 2.666, 7.587], [2.591, -1.525, -0.131], [-0.577, -1.759, 1.664], [2.148, 6.963, 7.310], [8.982, -1.466, 3.334], [-0.082, 1.693, 7.003], [2.295, -1.568, -1.184], [-1.163, 7.050, 6.461], [0.420, -2.231, 0.707], [4.349, -1.847, 3.236], [1.746, 2.658, 7.627], [3.058, 7.561, 7.269], [3.127, -2.443, 0.128], [3.094, 0.872, 5.906], [9.103, -1.369, 2.249], [8.316, 0.502, 5.084], [1.100, 0.146, 5.454], [5.221, -1.335, 3.645], [2.197, 5.700, 7.907], [9.748, -0.859, 3.819], [-1.518, -1.617, 1.133], [4.999, -0.289, 4.602], [6.491, -1.703, 3.246], [1.285, -0.348, 1.589], [0.925, 8.416, 6.284]]
}

4.
{
  "formula": "C24H25AuBrN3Te",
  "method": "ωB97M-V/def2-TZVPD",
  "homo_ev": [-6.48, -7.69],
  "max_force_ev_per_a": 0.48,
  "homo_lumo_gap_ev": [6.853, 5.554],
  "multiplicity": 3,
  "species": ["C", "H", "H", "H", "H", "H", "H", "Te", "H", "N", "H", "H", "C", "H", "C", "H", "C", "H", "C", "H", "H", "Au", "C", "C", "H", "C", "C", "H", "C", "C", "N", "N", "H", "C", "C", "H", "H", "C", "C", "C", "C", "H", "H", "H", "C", "H", "C", "C", "Br", "C", "C", "H", "C", "C", "H"],
  "positions_angstrom": [[-0.530, -4.491, 1.176], [-4.304, 2.195, -6.220], [-1.508, -3.626, 2.883], [-0.204, 3.312, -5.692], [4.118, 1.011, 1.500], [2.614, 2.037, -0.231], [3.424, -2.030, -0.514], [-2.117, 0.256, -1.946], [0.132, 4.216, 1.504], [-1.068, -2.055, -0.050], [-0.128, 2.056, -3.570], [-0.121, -2.799, -1.723], [-2.258, 2.832, -6.090], [-1.926, -1.471, 1.726], [-0.424, -3.014, -0.705], [-3.041, 2.374, 3.762], [-1.433, -2.285, 1.208], [1.204, 1.281, 2.074], [-1.039, 2.082, -4.155], [0.053, -1.918, 4.680], [1.286, -3.507, 3.235], [0.096, 1.104, -0.841], [2.039, 1.113, -0.274], [2.704, -0.119, 0.292], [3.213, -0.747, -1.709], [1.222, 0.229, 2.330], [-0.133, -4.238, -0.124], [-2.289, 3.383, -7.021], [-0.680, 3.612, 1.876], [-3.389, 2.163, -5.643], [-1.122, 2.596, 1.152], [-2.099, 2.052, 1.887], [1.795, -1.567, -1.054], [1.258, -2.454, 2.984], [0.551, -0.217, 3.459], [4.610, -0.664, 1.212], [-4.227, 0.912, -4.122], [-1.086, 2.790, -5.347], [-2.172, 1.403, -3.705], [1.916, -0.651, 1.499], [1.918, -2.001, 1.848], [4.739, 0.534, -0.089], [-2.587, 1.250, 1.527], [-1.244, 4.444, 3.876], [-1.383, 3.721, 3.092], [-0.312, -5.441, 1.643], [-3.345, 1.442, -4.460], [-1.194, -3.486, 1.858], [0.806, -5.540, -1.115], [4.133, 0.209, 0.760], [-2.292, 2.693, 3.059], [2.445, -2.718, 1.231], [2.790, -1.191, -0.808], [0.568, -1.566, 3.795], [0.022, 0.494, 4.083]]
}